# C50H59Cl2N5O2

2 unconnected molecules or ions with the total composition C50H59Cl2N5O2 (ωB97M-V/def2-TZVPD, OMol25).

```
118
Properties=species:S:1:pos:R:3:forces:R:3:mulliken_charge:R:1
N -3.845 -1.730 2.151 2.8 1.3 -0.5 -0.338
C -2.792 -1.218 2.079 -3.0 -1.3 -0.1 0.009
C -1.468 -0.718 2.128 0.7 0.6 2.2 0.994
C -1.099 0.151 3.136 -1.2 -0.4 -1.6 1.056
C -2.077 0.846 3.912 -1.7 1.2 1.7 -0.301
N -2.872 1.403 4.568 1.8 -1.3 -1.5 -0.509
C 0.307 0.556 3.308 1.2 1.9 0.3 0.174
O 0.619 1.665 3.746 -0.6 -2.2 -0.5 -0.510
C 1.317 -0.432 2.823 -0.1 -0.6 -0.5 0.168
Cl 2.910 -0.223 3.406 -0.3 0.0 -0.2 -0.119
C 0.966 -1.381 1.913 0.4 0.7 0.4 0.096
Cl 2.100 -2.455 1.225 -0.2 0.1 0.1 -0.117
C -0.433 -1.475 1.384 -0.1 -1.2 -2.3 0.006
O -0.716 -2.149 0.389 0.6 1.3 2.2 -0.568
C -6.034 -3.118 3.822 0.2 0.0 0.0 -1.197
C -7.203 -2.182 3.483 -0.2 -0.2 0.2 0.089
C -8.507 -2.989 3.486 0.0 0.1 0.1 -1.642
C -6.963 -1.423 2.194 -0.1 0.0 0.2 0.457
C -7.278 -1.958 0.951 0.1 0.0 0.0 -0.530
C -6.893 -1.316 -0.226 0.6 0.4 0.3 1.090
C -7.060 -2.023 -1.563 -0.3 0.6 -0.3 2.414
C -8.336 -2.861 -1.622 0.0 -0.1 0.2 -2.045
C -5.818 -2.834 -1.913 0.2 -0.2 0.2 -1.430
C -6.241 -0.053 -0.138 -0.3 -0.5 1.2 -0.597
C -5.753 0.606 -1.346 -2.6 0.5 -0.7 -2.113
N -6.602 1.154 -2.313 2.6 0.2 -1.1 2.719
C -8.022 0.904 -2.471 -0.8 0.1 -0.1 -1.093
C -8.491 0.197 -3.605 0.1 0.0 -0.1 0.790
C -7.671 -0.066 -4.877 0.4 -0.1 0.7 2.641
C -8.039 0.951 -5.950 -0.1 0.3 -0.1 -1.796
C -7.770 -1.500 -5.388 -0.2 -0.3 -0.1 -1.512
C -9.811 -0.267 -3.578 -0.1 0.2 0.2 -0.327
C -10.626 -0.083 -2.468 0.1 0.1 0.1 -1.630
C -10.183 0.683 -1.391 0.2 0.1 -0.4 -0.129
C -8.913 1.269 -1.429 0.2 0.2 -0.1 0.059
C -8.514 2.353 -0.430 0.6 -0.7 0.5 2.094
C -9.351 2.326 0.852 0.0 0.0 0.0 -2.110
C -8.443 3.745 -1.059 -0.2 0.0 -0.2 -1.527
N -5.885 1.675 -3.331 -0.7 -0.2 1.2 -1.307
N -4.574 1.511 -2.982 -1.2 -0.5 0.5 1.618
C -3.561 1.927 -3.935 -0.4 -0.1 -0.4 -0.949
C -3.068 0.978 -4.845 0.0 -0.4 0.3 0.450
C -3.619 -0.455 -4.917 0.0 0.4 0.4 2.482
C -2.577 -1.479 -4.481 0.2 -0.1 0.1 -1.538
C -4.191 -0.718 -6.309 -0.1 0.3 -0.2 -1.406
C -2.049 1.364 -5.721 -0.2 -0.2 0.2 -0.396
C -1.602 2.673 -5.754 0.1 0.1 -0.1 -1.309
C -2.204 3.635 -4.946 -0.1 -0.2 0.0 -1.110
C -3.201 3.282 -4.037 -0.3 0.0 0.5 0.435
C -3.911 4.388 -3.244 0.5 0.1 -0.1 0.527
C -3.931 4.196 -1.724 0.0 0.0 0.1 -1.149
C -5.291 4.665 -3.850 -0.1 0.0 -0.3 -1.115
C -4.454 0.727 -1.806 2.6 -0.1 -0.4 2.435
C -3.299 0.157 -1.255 -1.2 0.6 -0.9 -1.667
C -6.047 0.573 1.141 -0.1 -0.5 -0.5 1.095
C -5.523 2.003 1.283 0.0 -0.1 -0.2 2.340
C -3.998 2.117 1.267 0.3 0.0 -0.1 -0.174
C -6.067 2.735 2.518 -0.1 0.1 0.0 -2.040
C -6.388 -0.157 2.276 0.0 0.1 -0.3 -0.668
H -5.074 -2.602 3.728 -0.3 -0.2 0.2 0.189
H -6.137 -3.523 4.838 0.0 0.1 -0.2 0.451
H -6.010 -3.959 3.117 0.0 0.1 0.1 0.270
H -7.259 -1.425 4.274 -0.1 -0.1 0.0 0.440
H -9.348 -2.378 3.153 0.0 -0.1 0.0 0.357
H -8.418 -3.858 2.823 -0.1 0.1 0.1 0.295
H -8.726 -3.353 4.499 0.1 0.0 -0.3 0.469
H -7.809 -2.911 0.895 0.3 0.3 0.0 0.116
H -7.157 -1.229 -2.310 0.1 -0.4 0.1 -1.044
H -9.189 -2.296 -1.224 0.2 -0.2 -0.1 0.374
H -8.578 -3.155 -2.652 0.1 0.0 0.2 0.302
H -8.199 -3.777 -1.028 -0.2 0.2 -0.2 0.513
H -4.930 -2.189 -1.936 -0.1 -0.1 0.0 0.166
H -5.662 -3.602 -1.139 0.1 0.1 -0.3 0.338
H -5.916 -3.327 -2.890 0.0 0.1 0.2 0.367
H -6.622 0.111 -4.622 -0.1 -0.1 -0.1 -1.318
H -7.891 1.964 -5.561 0.0 -0.1 -0.1 0.356
H -7.402 0.829 -6.834 -0.1 0.0 0.1 0.452
H -9.088 0.847 -6.256 0.2 0.0 0.0 0.373
H -7.530 -2.228 -4.601 -0.1 0.2 -0.1 0.177
H -8.775 -1.724 -5.776 0.3 0.0 0.1 0.444
H -7.054 -1.657 -6.207 -0.2 0.1 0.2 0.406
H -10.207 -0.790 -4.447 0.1 0.1 0.2 0.357
H -11.630 -0.500 -2.448 0.2 0.0 0.0 0.369
H -10.840 0.848 -0.535 0.2 0.0 -0.4 0.375
H -7.490 2.100 -0.137 -0.4 0.1 0.0 -1.169
H -9.267 1.350 1.350 -0.1 0.2 -0.1 0.343
H -9.002 3.088 1.563 -0.1 -0.1 -0.3 0.324
H -10.409 2.523 0.630 0.2 0.0 0.2 0.512
H -7.802 3.731 -1.952 -0.2 0.1 0.2 0.162
H -9.444 4.092 -1.351 0.2 0.0 0.0 0.413
H -8.022 4.462 -0.340 -0.1 -0.2 -0.2 0.353
H -4.448 -0.523 -4.201 0.1 0.0 -0.1 -1.415
H -2.289 -1.282 -3.442 0.0 -0.1 -0.2 0.307
H -2.990 -2.494 -4.525 0.1 0.2 -0.1 0.402
H -1.674 -1.440 -5.106 -0.2 0.0 0.1 0.302
H -4.985 0.015 -6.512 0.1 -0.2 -0.1 0.315
H -3.430 -0.594 -7.093 -0.2 -0.1 0.2 0.333
H -4.616 -1.724 -6.391 0.1 0.1 0.1 0.353
H -1.614 0.599 -6.364 -0.1 0.3 0.0 0.385
H -0.787 2.950 -6.426 -0.3 0.0 0.2 0.360
H -1.908 4.678 -5.017 0.0 -0.2 0.0 0.415
H -3.300 5.282 -3.425 -0.1 -0.1 0.0 0.662
H -2.961 3.832 -1.364 -0.2 0.0 0.0 0.332
H -4.133 5.152 -1.221 0.0 -0.2 -0.2 0.574
H -4.706 3.494 -1.401 0.1 0.0 0.0 -0.228
H -5.161 4.944 -4.902 -0.1 0.0 0.1 0.416
H -5.925 3.771 -3.824 0.1 0.4 0.1 -0.129
H -5.804 5.492 -3.346 0.1 -0.1 0.0 0.421
H -2.333 0.362 -1.684 0.1 -0.2 0.0 0.313
H -3.473 -0.605 -0.506 0.3 0.2 0.1 -0.062
H -5.854 2.554 0.394 0.0 -0.1 0.1 -0.817
H -3.591 1.883 0.279 0.0 0.0 0.3 -0.221
H -3.707 3.143 1.539 0.0 -0.3 0.0 0.690
H -3.545 1.418 1.983 -0.2 0.3 -0.1 -1.081
H -7.093 2.436 2.776 0.3 0.1 0.0 0.400
H -5.403 2.580 3.382 -0.3 0.0 -0.1 0.449
H -6.071 3.810 2.293 0.0 -0.2 0.2 0.380
H -6.190 0.255 3.267 -0.1 0.0 -0.2 0.336
```
Forces are in eV/Å.

The value obtained for the total energy is -3285.1865 Eh. The value obtained for the HOMO-LUMO gap is 3.05 eV. The value obtained for the largest force on an atom is 3.24 eV/A.

---

# C6H7F6N2O8PtS2

A molecular structure, C6H7F6N2O8PtS2 (ωB97M-V/def2-TZVPD, OMol25).

```
32
Properties=species:S:1:pos:R:3:forces:R:3:nbo_charge:R:1
Pt 0.403 -0.404 0.099 -1.1 -1.0 0.7 0.970
F -3.067 -3.493 2.053 0.0 0.1 0.0 -0.309
C -2.832 -2.292 2.583 0.2 -0.1 0.0 0.723
F -3.848 -1.963 3.372 0.0 0.0 0.0 -0.307
F -1.724 -2.375 3.333 0.0 0.0 0.0 -0.326
S -2.638 -1.067 1.221 0.7 -0.3 -0.3 2.275
O -1.489 -1.590 0.459 -0.1 0.2 -0.2 -0.954
O -3.915 -1.043 0.591 0.0 0.0 -0.2 -0.887
N -2.159 0.149 2.049 -0.6 0.4 0.6 -1.279
S -2.088 1.620 1.472 0.2 0.5 -0.4 2.271
O -2.888 1.869 0.314 -0.1 -0.2 0.0 -0.913
O -0.730 2.056 1.503 0.3 0.5 0.3 -0.931
C -2.884 2.621 2.794 -0.2 -0.4 0.1 0.712
F -4.159 2.260 2.979 0.1 0.1 0.0 -0.318
F -2.850 3.900 2.436 0.0 0.1 0.0 -0.310
F -2.243 2.486 3.959 0.0 0.0 0.0 -0.320
N 0.769 -0.656 2.110 -0.1 0.4 0.2 -0.780
C 2.144 -0.309 2.517 -0.1 0.0 0.0 -0.216
C 3.110 -0.797 1.442 0.0 -0.1 0.1 -0.543
C 3.190 0.276 0.370 0.0 0.0 -0.2 0.780
O 4.231 0.869 0.153 0.0 0.0 0.0 -0.648
O 2.070 0.561 -0.235 0.5 0.4 -0.2 -0.680
H 0.077 -0.115 2.623 0.0 0.0 0.0 0.420
H 0.586 -1.634 2.309 0.0 -0.1 -0.1 0.391
H 2.375 -0.728 3.500 0.0 -0.1 0.0 0.184
H 2.179 0.778 2.600 0.1 0.0 0.0 0.217
H 2.723 -1.718 0.995 0.1 0.0 0.0 0.238
H 4.100 -0.990 1.849 0.0 0.1 0.0 0.225
O 1.172 -2.393 -1.574 0.0 -0.2 -0.6 -0.688
C 0.612 -1.567 -2.283 -0.2 0.4 0.2 0.635
O 0.064 -0.453 -1.874 0.5 -0.6 -0.5 -0.714
H 0.521 -1.711 -3.373 0.0 0.0 0.0 0.080
```
Forces are in eV/Å.

The value obtained for the total energy is -2459.2725 Eh. The value obtained for the HOMO-LUMO gap is 7.94 eV. The value obtained for the largest force on an atom is 1.67 eV/A. The energy relative to the best compared isomer or geometry (same formula, charge and spin) comes out at 18.6 kcal per mole. As for the net charge: -1.

---

# C39H41CaN5OP3Se2

A molecular structure, C39H41CaN5OP3Se2 (ωB97M-V/def2-TZVPD, OMol25).

```
92
Properties=species:S:1:pos:R:3:forces:R:3:mulliken_charge:R:1
Ca 0.083 0.340 0.546 -0.2 -0.3 -0.3 1.399
N -2.550 0.110 -0.081 0.4 0.0 0.8 0.186
C -3.291 0.382 -1.265 0.0 -0.1 -0.5 -0.436
C -4.691 0.537 -1.185 0.9 0.2 -0.9 -0.621
C -5.413 0.706 -2.353 -0.4 -0.1 -0.5 -0.540
C -4.789 0.634 -3.605 -0.1 0.2 0.3 -0.779
C -3.410 0.507 -3.670 0.8 0.0 0.3 -0.690
C -2.594 0.438 -2.511 -2.2 0.3 0.3 -0.127
P -0.792 0.521 -2.501 0.7 -0.8 0.4 1.377
C -0.320 0.184 -4.210 0.9 -0.3 -1.4 0.000
C 0.018 1.158 -5.183 -0.4 -0.4 0.3 -0.410
C 0.262 0.796 -6.511 0.2 -0.3 0.6 -0.608
C 0.349 -0.551 -6.870 -0.4 -0.3 0.4 -0.463
C 0.168 -1.555 -5.895 0.2 1.1 0.7 -0.682
C -0.165 -1.165 -4.580 0.1 0.3 -0.9 -0.484
C -0.329 2.258 -2.406 -0.2 1.7 -0.2 0.723
C -1.219 3.296 -2.767 0.5 -0.3 0.2 -0.391
C -0.835 4.628 -2.695 -0.1 0.0 0.1 -0.727
C 0.428 4.976 -2.225 0.2 0.0 0.2 -0.669
C 1.319 3.977 -1.861 0.0 -1.1 -0.1 -0.395
C 0.971 2.615 -2.000 -0.7 0.3 0.2 -0.241
H -3.002 0.478 0.755 0.0 0.0 -0.1 0.257
H -2.474 -0.906 0.097 0.1 0.4 -0.3 0.077
H -5.197 0.560 -0.235 0.0 -0.1 0.3 0.475
H -6.497 0.846 -2.326 0.4 0.0 0.1 0.369
H -5.392 0.737 -4.510 0.3 -0.1 0.3 0.404
H -2.905 0.454 -4.631 -0.2 0.1 0.0 0.402
H 0.106 2.203 -4.898 -0.3 -0.1 -0.1 0.367
H 0.423 1.584 -7.243 0.1 -0.2 0.1 0.415
H 0.533 -0.798 -7.911 0.1 -0.1 0.2 0.371
H 0.364 -2.608 -6.077 -0.2 0.2 -0.3 0.407
H -0.275 -1.914 -3.819 -0.2 -0.4 0.2 0.577
H -2.207 3.040 -3.128 -0.1 0.0 0.1 0.466
H -1.541 5.402 -2.971 0.0 0.0 -0.1 0.442
H 0.736 6.019 -2.116 -0.2 -0.3 -0.1 0.359
H 2.290 4.209 -1.438 0.0 0.1 -0.2 0.430
H 1.671 1.815 -1.756 0.0 0.2 0.1 0.215
N -0.338 4.789 1.835 -0.7 -0.8 -0.4 -0.034
C -1.597 4.854 1.241 -0.2 0.2 0.0 -1.043
C -1.887 3.592 0.783 0.3 0.6 0.0 -0.305
N -0.837 2.746 1.062 0.5 0.6 0.4 0.788
C 0.056 3.491 1.711 -0.5 0.0 -0.5 -0.141
C 1.306 2.951 2.196 0.4 -1.0 -0.6 -0.657
N 1.694 1.728 1.828 0.5 1.2 1.2 0.650
C 2.879 1.506 2.536 -0.8 -0.3 -0.7 -0.496
C 3.188 2.603 3.274 0.6 0.7 0.5 -0.895
N 2.185 3.552 3.041 -0.3 -0.9 -0.5 -0.014
H 0.212 5.523 2.263 -0.5 0.0 -0.2 0.186
H -2.208 5.754 1.189 0.5 -0.3 0.1 0.412
H -2.791 3.287 0.247 0.6 0.0 0.3 0.350
H 3.373 0.533 2.432 -0.1 0.7 0.3 0.399
H 4.034 2.802 3.942 -0.6 -0.1 -0.4 0.395
H 2.069 4.506 3.369 0.5 -0.6 0.2 0.184
Se -0.987 0.073 3.351 0.2 -0.9 -0.6 -0.450
P -0.701 -2.057 2.805 -0.4 0.5 -0.2 0.979
Se -0.715 -2.624 0.691 0.3 0.4 0.4 -0.516
C 0.789 -2.644 3.621 0.8 -0.1 1.1 0.537
C 0.918 -2.416 5.009 0.8 -0.7 -0.2 -0.702
C 2.065 -2.856 5.711 -1.1 0.3 -0.7 -0.650
C 3.069 -3.547 5.044 -0.4 0.4 -1.1 -0.551
C 2.952 -3.742 3.657 -0.6 0.4 0.5 -0.500
C 1.818 -3.306 2.959 0.3 0.2 0.2 -0.288
C -1.983 -3.040 3.577 -0.8 -1.3 0.5 0.636
C -3.094 -2.445 4.168 0.2 0.3 0.3 -0.284
C -4.113 -3.204 4.745 0.3 -0.1 -0.1 -0.587
C -4.049 -4.590 4.732 0.5 0.2 -0.6 -0.498
C -2.966 -5.214 4.108 1.0 0.7 -0.1 -0.606
C -1.905 -4.457 3.559 -1.3 0.4 0.5 -0.546
H 0.119 -1.931 5.550 0.0 0.2 0.0 0.399
H 2.137 -2.622 6.765 0.1 -0.2 0.1 0.413
H 3.963 -3.863 5.548 0.2 -0.1 0.2 0.411
H 3.752 -4.199 3.104 0.2 -0.3 -0.1 0.450
H 1.736 -3.428 1.885 0.1 -0.2 0.0 0.275
H -3.103 -1.352 4.237 -0.2 -0.4 -0.1 0.226
H -4.943 -2.700 5.212 -0.1 0.1 0.1 0.408
H -4.825 -5.191 5.171 -0.2 -0.1 0.1 0.404
H -2.888 -6.292 4.083 -0.1 -0.1 0.0 0.389
H -1.066 -4.977 3.124 0.2 0.0 -0.1 0.368
C 4.534 0.252 -1.429 -0.3 -0.1 -0.6 -1.273
P 3.340 -1.064 -1.091 -1.4 1.0 0.8 0.871
C 2.988 -1.748 -2.712 -0.2 -0.3 -0.5 -1.114
C 4.118 -2.383 -0.137 -0.2 0.0 -0.4 -1.147
O 2.111 -0.470 -0.370 1.3 -0.7 -0.9 -0.456
H 5.521 -0.171 -1.620 0.0 0.1 0.0 0.476
H 4.546 0.900 -0.565 0.2 0.2 0.2 0.335
H 4.206 0.832 -2.323 0.2 -0.4 0.7 0.308
H 3.861 -2.239 -3.177 -0.2 0.4 0.3 0.477
H 2.648 -0.929 -3.365 0.1 -0.3 0.2 0.181
H 2.195 -2.505 -2.662 0.1 0.2 0.1 0.314
H 5.120 -2.583 -0.524 -0.1 0.0 0.1 0.503
H 3.497 -3.280 -0.269 0.2 0.2 0.2 0.355
H 4.161 -2.115 0.914 0.0 0.0 0.1 0.218
```
Forces are in eV/Å.

The value obtained for the total energy is -8364.4185 Eh. The value obtained for the HOMO-LUMO gap is 7.84 eV. The value obtained for the largest force on an atom is 2.25 eV/A. The energy relative to the best compared isomer or geometry (same formula, charge and spin) comes out at 0.0 kcal per mole. As for the net charge: +1.